(1)
Below is C24H18Cl2MoO8S3Sb as an isolated structure, with properties calculated with wB97M-V/def2-TZVPD.

Output
spin multiplicity	4
energy above the lowest of the compared OMol25 structures with the same formula, charge and spin	0.0	kJ/mol
net charge	0
⟨S²⟩	3.782
E_tot	-107504.183	eV

Each line ends with the Mulliken spin population.
Element x y z (Å)
Mo  0.4448  0.0123  1.0015  1.79
O  -1.1766  -0.8871  0.0326  0.00
C  -1.6256  -2.2036  0.3568  -0.02
C  -1.0703  -2.4412  1.7838  0.00
O  -1.4757  -3.3904  2.4214  0.01
O  -0.1553  -1.5959  2.2036  -0.02
C  -3.1894  -2.2151  0.3727  0.01
C  -3.9480  -1.4270  -0.4998  -0.01
C  -5.3328  -1.5376  -0.5181  0.00
C  -5.9987  -2.4065  0.3353  0.00
C  -5.2482  -3.1891  1.1767  0.00
C  -3.8824  -3.0928  1.2047  0.00
C  -1.0010  -3.2235  -0.6078  0.00
C  -0.1883  -2.9203  -1.7043  0.00
C  0.3693  -3.9492  -2.4464  0.00
C  0.0961  -5.2803  -2.1573  0.00
C  -0.7572  -5.5890  -1.1105  0.00
C  -1.3214  -4.5690  -0.3808  0.00
H  -1.3558  -0.6031  -0.8915  0.00
H  -3.4748  -0.7519  -1.2250  0.00
H  -5.9230  -0.9781  -1.2331  0.00
H  -7.0854  -2.4666  0.3410  0.00
H  -5.7118  -3.9497  1.8042  0.00
H  -3.3102  -3.7125  1.8923  0.00
H  0.0421  -1.8865  -1.9289  0.00
H  1.0293  -3.7004  -3.2778  0.00
H  0.5589  -6.0683  -2.7546  0.00
H  -1.0141  -6.6081  -0.8655  0.00
H  -1.9839  -4.8441  0.4206  0.00
S  0.9091  2.6151  5.2737  0.97
Sb  0.0993  0.5721  4.3683  0.08
S  -0.9571  1.4548  1.9790  0.14
S  2.0937  0.2020  2.8579  0.07
O  2.2017  1.7081  0.4153  0.00
C  1.7529  2.5797  -0.3148  0.00
O  0.6008  2.3756  -1.0303  0.00
C  2.3089  3.9137  -0.4503  -0.01
C  3.7169  3.9267  -0.3061  0.00
C  4.4388  5.1100  -0.4369  0.00
C  3.6576  6.2522  -0.6256  0.00
O  4.1254  7.5264  -0.8108  0.00
C  2.9247  8.3401  -1.0261  0.00
O  1.7594  7.5160  -0.8839  0.00
C  2.2295  6.2285  -0.6608  0.00
C  1.5016  5.0561  -0.5514  0.00
H  4.2083  2.9747  -0.0906  0.00
H  5.5169  5.1456  -0.3258  0.00
H  2.9604  8.7882  -2.0089  0.00
H  2.9133  9.0917  -0.2181  0.00
H  0.4242  5.0492  -0.5624  0.00
O  -0.6585  0.8099  -1.7922  0.03
C  0.1179  1.0879  -0.8936  -0.08
Cl  1.9902  -3.7898  1.5585  0.00
C  3.1113  -2.5832  0.9120  0.01
Cl  2.4146  -1.3290  -0.1840  0.00
H  3.8268  -3.1344  0.3041  0.00
H  3.5008  -2.0131  1.7581  0.00



(2)
Below is one molecule with the formula C24H18ClN5O3, with properties calculated with wB97M-V/def2-TZVPD.

Output
energy above the lowest of the compared OMol25 structures with the same formula, charge and spin	0.7	kJ/mol
SMILES	[H]/N=c1\c(C(=O)NCc2ccco2)cc2c(=O)n3ccccc3nc2n1Cc1ccc(Cl)cc1
net charge	0
E_tot	-51296.569	eV

Each line ends with the Mulliken charge.
Element x y z (Å)
H  -3.6076  -1.5348  0.5686  0.25
N  -3.1565  -1.1047  -0.2306  -0.84
C  -2.0021  -0.6284  0.0202  0.49
C  -1.3214  -0.5903  1.3141  0.33
C  -2.0388  -1.1834  2.4778  -0.37
O  -2.5433  -2.2908  2.4361  -0.68
N  -2.1256  -0.4363  3.6049  -0.02
C  -1.7519  0.9442  3.8349  -0.98
C  -0.6136  1.0592  4.7996  0.48
C  -0.5792  1.0700  6.1642  -0.59
C  0.7877  1.1537  6.5249  -0.49
C  1.4798  1.1838  5.3545  -0.46
O  0.6420  1.1261  4.3103  -0.13
C  -0.0479  -0.1429  1.4172  -1.03
C  0.6286  0.3717  0.2800  1.30
C  1.9710  0.8418  0.3831  -0.09
O  2.6749  0.8609  1.3727  -0.70
N  2.5030  1.3454  -0.8589  0.10
C  3.7833  1.8008  -0.8570  -0.29
C  4.3644  2.3052  -1.9732  -0.68
C  3.6157  2.3596  -3.1697  -0.32
C  2.3351  1.9034  -3.1802  -0.76
C  1.7375  1.3702  -2.0066  0.44
N  0.5076  0.9275  -2.0587  -0.34
C  -0.0502  0.4158  -0.9480  0.70
N  -1.3107  -0.0520  -1.0483  0.11
C  -1.9597  -0.0491  -2.3541  -1.79
C  -1.5063  -1.2284  -3.1731  0.37
C  -1.9891  -2.4990  -2.8810  -0.16
C  -1.5584  -3.5987  -3.6000  -0.88
C  -0.6371  -3.4235  -4.6203  0.45
Cl  -0.0950  -4.7932  -5.5285  -0.23
C  -0.1444  -2.1654  -4.9249  -0.82
C  -0.5815  -1.0733  -4.1963  0.01
H  -2.5743  -0.9092  4.3784  0.28
H  -1.4659  1.3937  2.8824  0.39
H  -2.6193  1.4784  4.2389  0.38
H  -1.4185  1.0304  6.8282  0.47
H  1.1908  1.1864  7.5159  0.43
H  2.5271  1.2423  5.1352  0.50
H  0.4972  -0.1653  2.3484  0.65
H  4.2771  1.7238  0.1017  0.44
H  5.3811  2.6584  -1.9428  0.41
H  4.0655  2.7613  -4.0643  0.43
H  1.7227  1.9219  -4.0659  0.44
H  -1.7004  0.8846  -2.8541  0.50
H  -3.0313  -0.1147  -2.1575  0.63
H  -2.7046  -2.6164  -2.0814  0.46
H  -1.9338  -4.5844  -3.3739  0.42
H  0.5726  -2.0450  -5.7222  0.41
H  -0.1963  -0.0908  -4.4205  0.39



(3)
Below is C24H18F7MgN5O8S3 as an isolated structure, with properties calculated with wB97M-V/def2-TZVPD.

Output
energy above the lowest of the compared OMol25 structures with the same formula, charge and spin	0.0	kJ/mol
net charge	-2
E_tot	-105990.781	eV

Each line ends with the Mulliken charge.
Element x y z (Å)
Mg  -0.1613  0.1530  -0.1358  2.22
N  -1.9097  -1.9535  -3.7546  -0.56
C  -1.4913  -1.4635  -2.5177  0.51
S  0.1211  -0.8043  -2.5004  -0.55
N  -2.3686  -1.5876  -1.5692  -1.45
N  -1.9765  -1.0434  -0.3659  0.93
C  -2.7202  -1.3010  0.6341  -0.96
C  -2.4723  -0.8620  2.0081  1.16
C  -3.1889  -1.5295  3.0033  -0.70
C  -3.0355  -1.2528  4.3506  -0.72
C  -2.1310  -0.2565  4.7169  -0.45
C  -1.4219  0.4379  3.7614  -0.84
C  -1.5610  0.1765  2.3763  0.03
O  -0.9121  0.8923  1.5167  0.10
H  -1.1485  -2.2280  -4.3516  0.26
H  -2.6632  -2.6198  -3.6708  0.26
H  -3.5906  -1.9444  0.4792  0.16
H  -3.8825  -2.3061  2.6932  0.31
H  -3.6003  -1.7990  5.0967  0.35
H  -1.9828  -0.0199  5.7665  0.35
H  -0.7284  1.2242  4.0351  0.40
C  6.6790  -3.5376  1.2491  -1.44
C  6.2272  -3.0960  -0.1408  -0.20
C  7.3493  -2.4763  -0.9661  -1.08
C  7.8181  -1.1706  -0.3374  -1.27
C  6.6470  -0.2619  -0.0645  1.19
C  6.8146  1.1032  0.0411  -0.79
C  5.7248  1.9261  0.2935  0.11
F  5.9573  3.2594  0.3841  -0.38
C  4.4574  1.4360  0.4436  -0.98
C  4.2653  0.0547  0.3374  0.04
C  2.8854  -0.4757  0.4994  1.50
O  1.9813  0.3074  0.7726  -0.82
C  2.7440  -1.9022  0.3337  -0.01
C  3.8499  -2.6373  0.0915  -0.18
N  5.1167  -2.1532  -0.0470  0.16
C  5.3500  -0.7928  0.0803  -0.26
C  1.4078  -2.6452  0.4903  -0.54
O  1.4869  -3.8865  0.4937  -0.87
O  0.3992  -1.9190  0.6163  -0.38
H  7.5342  -4.2140  1.1801  0.39
H  5.8666  -4.0533  1.7612  0.39
H  6.9616  -2.6789  1.8599  0.35
H  5.8391  -3.9655  -0.6751  0.52
H  6.9748  -2.2850  -1.9746  0.36
H  8.1737  -3.1882  -1.0462  0.45
H  8.5302  -0.6634  -0.9916  0.43
H  8.3523  -1.3821  0.5948  0.34
H  7.7951  1.5493  -0.0782  0.49
H  3.6007  2.0701  0.6439  0.72
H  3.7271  -3.7112  -0.0006  0.50
F  0.3749  5.8798  -0.3262  -0.25
C  0.8323  4.7398  -0.8611  0.50
F  0.3014  4.6072  -2.0746  -0.23
F  2.1616  4.8731  -1.0130  -0.22
S  0.4664  3.2833  0.2257  1.27
O  0.6911  2.1678  -0.6658  -0.79
O  1.3679  3.4773  1.3176  -0.76
N  -1.0270  3.5665  0.5746  -0.54
S  -2.2545  2.6908  0.0926  1.14
O  -1.9129  1.7650  -0.9496  -0.60
O  -3.2135  2.3717  1.0957  -0.74
C  -3.1373  4.0348  -0.8300  0.39
F  -2.4171  4.5244  -1.8412  -0.22
F  -3.4607  5.0606  -0.0280  -0.24
F  -4.2815  3.5556  -1.3454  -0.23



(4)
Below is C24H18N4O2PS3Sr as an isolated structure, with properties calculated with wB97M-V/def2-TZVPD.

Output
energy above the lowest of the compared OMol25 structures with the same formula, charge and spin	39.2	kJ/mol
net charge	-1
E_tot	-77871.532	eV

Each line ends with the Mulliken charge.
Element x y z (Å)
Sr  -0.2197  0.4077  0.4739  1.39
S  -0.3424  -1.5882  -1.5237  -0.52
C  -1.9130  -1.8889  -0.8501  0.98
S  -2.7706  -0.7592  0.1571  -0.61
C  -2.5216  -3.1116  -1.1304  -0.10
C  -3.8124  -3.4512  -0.6388  0.03
N  -4.8568  -3.7721  -0.2669  -0.57
C  -1.8927  -4.1085  -1.9271  0.02
N  -1.4102  -4.9513  -2.5505  -0.58
O  1.2698  1.7887  4.4274  -0.72
C  1.1494  0.9481  3.5490  0.12
O  0.8268  1.1509  2.3225  -0.80
C  1.3995  -0.5348  3.9106  -0.92
P  1.2285  -1.5715  2.4123  0.48
C  2.7939  -1.2870  1.5090  0.69
C  3.7780  -0.3819  1.9004  -0.19
C  4.9180  -0.2073  1.1263  -0.69
C  5.0866  -0.9298  -0.0457  -0.43
C  4.1037  -1.8240  -0.4514  -0.66
C  2.9628  -1.9953  0.3159  -0.60
C  1.5006  -3.2703  3.0421  0.21
C  2.7203  -3.6928  3.5688  -0.20
C  2.8716  -4.9897  4.0320  -0.63
C  1.8055  -5.8793  3.9697  -0.40
C  0.5913  -5.4705  3.4411  -0.50
C  0.4403  -4.1703  2.9757  -0.51
H  0.6268  -0.8460  4.6170  0.54
H  2.3532  -0.6428  4.4299  0.44
H  3.6573  0.2023  2.8039  0.24
H  5.6749  0.5006  1.4411  0.40
H  5.9761  -0.7897  -0.6473  0.37
H  4.2183  -2.3806  -1.3728  0.42
H  2.1835  -2.6715  -0.0201  0.41
H  3.5569  -3.0038  3.6021  0.33
H  3.8235  -5.3117  4.4361  0.37
H  1.9277  -6.8950  4.3248  0.36
H  -0.2367  -6.1646  3.3759  0.39
H  -0.5004  -3.8531  2.5402  0.42
N  -4.1212  4.5250  -4.4695  -0.36
C  -2.8041  4.7323  -4.3104  0.22
S  -1.9934  5.8280  -5.2416  -0.38
C  -2.1462  3.9266  -3.2546  1.01
C  -0.7800  3.6673  -3.2991  -0.63
C  -0.2116  2.8841  -2.3152  -0.47
N  -0.9005  2.3707  -1.2931  -0.08
C  -2.2048  2.6319  -1.2383  -0.33
C  -2.8639  3.3942  -2.1874  -0.85
H  -4.5949  5.0327  -5.1963  0.21
H  -4.5957  3.7579  -4.0249  0.20
H  -0.1841  4.0612  -4.1093  0.38
H  0.8446  2.6459  -2.3506  0.39
H  -2.7571  2.1792  -0.4234  0.35
H  -3.9212  3.5766  -2.0555  0.36



Q: energy above the lowest of the compared OMol25 structures with the same formula, charge and spin of number 2 (C24H18ClN5O3)?
A: 0.7 kJ/mol



Q: net charge of number 2 (C24H18ClN5O3)?
A: 0